# 1
{"formula": "C31H30Cl2N5O2P2Sm", "method": "ωB97M-V/def2-TZVPD", "species": ["Sm", "Cl", "C", "C", "C", "N", "C", "O", "C", "C", "C", "C", "C", "N", "C", "C", "C", "Cl", "N", "C", "O", "C", "C", "C", "C", "C", "N", "H", "H", "H", "H", "H", "H", "H", "H", "H", "H", "C", "P", "C", "C", "C", "P", "C", "C", "H", "H", "H", "H", "H", "H", "H", "H", "H", "H", "H", "H", "H", "H", "H", "H", "N", "C", "C", "C", "C", "C", "C", "C", "H", "H", "H", "H"], "coordinates": [[0.434292, -0.276887, -0.556706], [6.192345, -2.489761, 3.216479], [4.657049, -2.477911, 2.410639], [4.408332, -1.480493, 1.476378], [3.186331, -1.404363, 0.818197], [2.776503, -0.317706, 0.008096], [3.622983, 0.685116, -0.281318], [4.838353, 0.767280, -0.125655], [2.930525, 1.935127, -0.820222], [3.654641, 3.111204, -0.941215], [3.002765, 4.251056, -1.377699], [1.649948, 4.188621, -1.681843], [0.997703, 2.979845, -1.530883], [1.623350, 1.880063, -1.097602], [2.221147, -2.415740, 1.058746], [2.475697, -3.392261, 2.015243], [3.686384, -3.417519, 2.697482], [3.940310, -4.655050, 3.884788], [1.074304, -2.383082, 0.240899], [0.222903, -3.423429, 0.151460], [0.049472, -4.368170, 0.913831], [-0.570107, -3.397980, -1.147284], [-1.393741, -4.467183, -1.461796], [-1.989605, -4.492857, -2.710629], [-1.757840, -3.445599, -3.590358], [-0.972030, -2.388690, -3.169261], [-0.383794, -2.362319, -1.971037], [5.169074, -0.744404, 1.278951], [4.705560, 3.087331, -0.693206], [3.542214, 5.183913, -1.479739], [1.107173, 5.055270, -2.032457], [-0.055467, 2.870803, -1.757342], [1.731844, -4.144392, 2.219005], [-1.517453, -5.252681, -0.730831], [-2.621213, -5.323065, -2.999475], [-2.191326, -3.430564, -4.580410], [-0.820782, -1.522877, -3.800293], [2.297701, 0.273528, 3.367524], [0.712951, 0.322903, 2.472580], [-0.350400, -0.654899, 3.592092], [0.171653, 2.051605, 2.813635], [-1.327196, 2.234340, 2.575925], [-1.848733, 1.578818, 0.928654], [-2.323446, 3.091856, 0.024562], [-3.499452, 0.896031, 1.324891], [2.173409, 0.691942, 4.368917], [3.058206, 0.840134, 2.829266], [2.646363, -0.755593, 3.449522], [-0.343854, -0.253821, 4.608411], [0.030585, -1.677593, 3.610899], [-1.379424, -0.695575, 3.233971], [0.749753, 2.708572, 2.154882], [0.440511, 2.319284, 3.839559], [-1.619224, 3.283720, 2.663508], [-1.890631, 1.693940, 3.339829], [-3.126998, 3.616138, 0.546322], [-2.653866, 2.826255, -0.980187], [-1.467142, 3.762778, -0.054876], [-4.069140, 1.612933, 1.920625], [-3.408592, -0.034796, 1.885470], [-4.045998, 0.691994, 0.406033], [-6.171205, 0.918977, -4.731756], [-5.175939, 0.803853, -4.168070], [-3.927402, 0.667290, -3.461977], [-3.839022, -0.166055, -2.346209], [-2.627089, -0.273057, -1.684851], [-1.463579, 0.414685, -2.069421], [-1.604350, 1.227735, -3.201411], [-2.803655, 1.362605, -3.895753], [-4.711006, -0.721221, -2.021643], [-2.604426, -0.955518, -0.830430], [-0.751976, 1.779045, -3.592435], [-2.875228, 1.996523, -4.770990]], "forces_ev_per_angstrom": [[-0.1, 0.0, 0.3], [0.0, 0.0, 0.0], [0.0, 0.0, 0.0], [0.0, 0.0, 0.0], [0.0, 0.2, 0.0], [0.1, -0.1, -0.2], [0.0, 0.1, 0.1], [0.0, 0.0, 0.0], [0.0, -0.1, 0.1], [0.0, 0.0, -0.1], [0.1, 0.0, 0.0], [0.0, 0.0, 0.0], [0.1, 0.0, 0.0], [-0.1, -0.1, -0.1], [-0.2, -0.1, -0.1], [0.1, 0.0, 0.0], [-0.1, 0.0, 0.0], [0.0, 0.0, 0.0], [0.1, -0.1, 0.2], [0.0, 0.0, 0.0], [0.0, 0.0, 0.0], [0.0, 0.0, 0.1], [0.0, 0.0, -0.1], [0.0, 0.0, 0.0], [0.0, 0.0, 0.0], [0.0, -0.1, 0.0], [0.0, 0.1, 0.0], [0.0, 0.0, 0.0], [0.0, 0.0, 0.0], [0.0, 0.0, 0.0], [0.0, 0.0, 0.0], [0.0, 0.0, 0.0], [0.0, 0.0, 0.0], [0.0, 0.0, 0.0], [0.0, 0.0, 0.0], [0.0, 0.0, 0.0], [0.0, 0.0, 0.0], [0.0, 0.0, 0.1], [0.0, -0.1, -0.1], [0.0, 0.0, 0.1], [0.0, 0.1, 0.1], [-0.1, 0.0, 0.1], [0.2, -0.2, -0.1], [0.0, 0.1, 0.0], [-0.1, 0.1, 0.1], [0.0, 0.0, 0.0], [0.0, 0.0, 0.0], [0.0, 0.0, 0.0], [0.0, 0.0, 0.0], [0.0, 0.0, 0.0], [0.0, 0.0, 0.0], [0.0, 0.0, 0.0], [0.0, 0.0, 0.0], [0.0, 0.0, 0.0], [0.0, 0.0, 0.0], [0.0, 0.0, 0.0], [0.0, 0.0, 0.0], [0.0, 0.0, 0.0], [0.0, 0.0, 0.0], [0.0, 0.0, 0.0], [0.0, 0.0, 0.0], [0.0, 0.0, 0.0], [0.1, 0.0, 0.1], [-0.2, 0.0, -0.1], [0.0, 0.0, 0.0], [-0.1, 0.0, -0.1], [0.0, 0.2, -0.2], [-0.2, 0.0, -0.1], [0.1, 0.0, 0.0], [0.0, 0.0, 0.0], [0.0, 0.0, 0.0], [0.0, 0.0, 0.0], [0.0, 0.0, 0.0]], "mulliken_charge": [0.76, -0.23, 0.19, -0.72, 0.01, 0.11, 0.18, -0.77, 0.57, -0.70, -0.33, -1.26, -0.01, 0.11, -0.38, -0.77, 0.04, -0.22, -0.02, 0.12, -0.79, 0.60, -0.60, -0.37, -0.76, -0.40, 0.00, 0.65, 0.55, 0.43, 0.48, 0.55, 0.71, 0.51, 0.44, 0.44, 0.61, -1.33, 1.08, -1.44, -0.97, -1.17, 1.25, -1.44, -1.61, 0.57, 0.32, 0.25, 0.37, 0.43, 0.24, 0.29, 0.55, 0.54, 0.47, 0.49, 0.27, 0.32, 0.50, 0.28, 0.40, -0.55, -0.21, 0.36, -1.07, 0.21, 0.04, -0.67, -0.69, 0.53, 0.61, 0.53, 0.49], "orbital_gap_ev": [7.0, 7.1], "relative_energy_ev": 0.000, "s2": 8.76, "spin_multiplicity": 6, "charge": 0}

***

# 2
{"formula": "C17H21FN3O3S", "method": "ωB97M-V/def2-TZVPD", "species": ["C", "N", "C", "C", "C", "N", "C", "O", "C", "C", "C", "C", "C", "S", "O", "O", "N", "C", "C", "C", "C", "F", "C", "C", "C", "H", "H", "H", "H", "H", "H", "H", "H", "H", "H", "H", "H", "H", "H", "H", "H", "H", "H", "H", "H", "H"], "coordinates": [[2.749426, -1.371481, 4.008925], [2.486495, -1.629463, 2.604097], [2.355702, -3.055908, 2.361891], [3.490858, -1.019774, 1.739463], [2.887892, -0.759608, 0.355494], [1.596206, -0.129621, 0.535326], [1.245433, 0.999769, -0.083506], [1.878207, 1.552381, -0.960548], [-0.109950, 1.557716, 0.283984], [-0.247549, 2.923486, 0.524507], [-1.498608, 3.502801, 0.673571], [-2.639929, 2.733299, 0.501548], [-2.478859, 1.384346, 0.250798], [-3.903613, 0.423794, -0.154474], [-3.735125, -0.973836, -0.018618], [-5.143971, 1.065614, 0.073548], [-3.782766, 0.581686, -2.134243], [-2.468238, 0.194089, -2.584508], [-1.505072, 1.165211, -2.833802], [-0.216318, 0.788761, -3.165005], [0.086022, -0.563534, -3.230580], [1.327173, -0.939924, -3.523751], [-0.870339, -1.541374, -2.994583], [-2.157350, -1.157135, -2.667978], [-1.246408, 0.765993, 0.169753], [3.699005, -1.804632, 4.349468], [1.943076, -1.799610, 4.602217], [2.773719, -0.296459, 4.181950], [1.545083, -3.446155, 2.975050], [3.273860, -3.607352, 2.606064], [2.112851, -3.232670, 1.316205], [3.779435, -0.062033, 2.177871], [4.395062, -1.637183, 1.640228], [3.521635, -0.096405, -0.235030], [2.756249, -1.695096, -0.196241], [1.112052, -0.472969, 1.357821], [0.643462, 3.530315, 0.582143], [-1.587473, 4.555898, 0.888484], [-3.630438, 3.154651, 0.561872], [-4.034402, 1.532159, -2.416245], [-4.504367, -0.070628, -2.455040], [-1.757965, 2.213211, -2.776240], [0.555905, 1.518089, -3.347702], [-0.601659, -2.582662, -3.070132], [-2.911182, -1.902148, -2.468275], [-1.183233, -0.295611, -0.005780]], "forces_ev_per_angstrom": [[-0.1, 0.0, 0.0], [0.1, 0.0, 0.0], [-0.1, 0.0, 0.0], [-0.2, 0.1, -0.2], [0.3, -0.1, 0.0], [0.1, -0.2, 0.2], [-0.5, -0.1, 0.1], [0.3, 0.3, -0.2], [-0.2, -0.1, -0.1], [0.0, -0.2, 0.0], [-0.1, -0.1, -0.1], [-0.1, 0.3, 0.0], [-0.9, -0.6, -0.1], [0.1, 0.5, -0.5], [0.4, -0.2, 0.1], [0.0, 0.4, 0.2], [0.0, -0.1, 0.7], [0.5, -0.2, -0.5], [-0.2, -0.2, -0.1], [0.0, -0.2, 0.0], [-0.3, 0.1, 0.1], [0.0, 0.0, 0.0], [0.1, 0.1, 0.0], [-0.1, 0.2, 0.0], [0.5, 0.0, 0.2], [0.0, 0.0, 0.0], [0.0, 0.0, 0.1], [0.0, 0.0, 0.1], [0.0, -0.1, 0.0], [0.0, 0.0, 0.0], [0.0, -0.1, -0.1], [0.0, 0.0, 0.0], [0.0, 0.0, 0.0], [0.0, -0.1, 0.0], [0.1, 0.1, 0.0], [-0.1, 0.2, 0.0], [0.1, 0.1, 0.0], [0.0, 0.1, 0.0], [-0.1, 0.1, 0.0], [0.0, -0.1, 0.1], [0.0, 0.1, 0.0], [0.0, 0.2, 0.1], [0.1, 0.1, 0.0], [0.0, -0.1, 0.0], [-0.1, -0.1, 0.0], [0.1, -0.2, -0.1]], "mulliken_charge": [-1.06, 0.08, -1.06, -0.83, -0.91, 0.12, 0.11, -0.66, 0.40, -0.34, -0.87, -0.57, 0.16, 1.28, -0.54, -0.60, -0.18, -0.17, -0.05, -0.65, 0.51, -0.35, -0.75, -0.31, -0.47, 0.34, 0.32, 0.35, 0.35, 0.35, 0.27, 0.44, 0.38, 0.43, 0.32, 0.39, 0.51, 0.44, 0.55, 0.45, 0.46, 0.39, 0.37, 0.47, 0.39, 0.76], "orbital_gap_ev": 7.3, "spin_multiplicity": 1, "smiles": "CN(C)CCNC(=O)c1cccc(S(=O)(=O)[NH2+]c2ccc(F)cc2)c1", "charge": 1}

***

# 3
{"formula": "CH3BrN4O2", "method": "ωB97M-V/def2-TZVPD", "species": ["C", "N", "N", "N", "N", "O", "O", "Br", "H", "H", "H"], "coordinates": [[-0.304409, -0.043982, 0.856368], [-0.350648, -1.288877, 1.248088], [-1.373762, 0.793837, 1.016919], [0.705165, 0.289604, 0.059425], [0.992526, -0.581850, -1.834742], [0.871521, -1.741822, -1.741518], [1.401815, 0.158829, -2.653523], [0.730984, 2.064571, -0.750319], [0.450122, -1.936139, 1.044860], [-2.043885, 0.540452, 1.713025], [-1.079428, 1.745377, 1.041416]], "forces_ev_per_angstrom": [[-1.6, -1.9, -0.5], [0.3, -0.5, 0.5], [0.2, 0.0, 0.1], [2.9, 2.1, -1.8], [-0.4, 0.1, 0.3], [0.0, -0.9, -0.1], [0.1, -0.2, -0.1], [-0.4, -0.6, 1.4], [-0.8, 1.5, -0.1], [-0.1, -0.3, 0.3], [-0.3, 0.7, 0.0]], "mulliken_charge": [0.83, -0.60, -0.45, -0.53, 1.00, -0.45, -0.45, -0.06, 0.29, 0.25, 0.17], "orbital_gap_ev": [7.3, 8.6], "relative_energy_ev": 0.903, "spin_multiplicity": 1, "charge": 0}

***

Computed electronic energy (a.u.) in order:
-3884.73818, -1548.18535, -2983.21117